{
  "formula": "C48H44BrFMgN2OP2Se2",
  "method": "the ωB97M-V functional and the def2-TZVPD basis",
  "e_tot_ev": -282997.222,
  "de_lowest_ev": 0.123,
  "orbital_gap_ev": 7.87,
  "elements": ["Mg", "Se", "P", "Se", "C", "C", "C", "C", "C", "C", "C", "C", "C", "C", "C", "C", "H", "H", "H", "H", "H", "H", "H", "H", "H", "H", "C", "C", "C", "C", "C", "Br", "N", "C", "H", "H", "H", "H", "H", "H", "C", "C", "C", "C", "C", "O", "C", "N", "C", "C", "C", "C", "C", "C", "P", "C", "C", "C", "C", "C", "C", "C", "C", "C", "C", "C", "C", "H", "H", "H", "H", "H", "H", "H", "H", "H", "H", "H", "H", "H", "H", "H", "H", "H", "H", "H", "H", "H", "H", "H", "H", "F", "C", "C", "C", "C", "C", "C", "H", "H", "H", "H"],
  "coordinates": [[-0.0654, 0.4259, -0.1379], [1.5441, -0.4270, 1.7537], [0.7825, 1.0266, 3.1611], [-1.0406, 1.9147, 2.5071], [2.0807, 2.2834, 3.4608], [3.4271, 1.9145, 3.4501], [4.4188, 2.8725, 3.6020], [4.0762, 4.2106, 3.7534], [2.7383, 4.5832, 3.7653], [1.7424, 3.6231, 3.6202], [0.5813, 0.2172, 4.7865], [-0.6743, 0.0991, 5.3694], [-0.8203, -0.5629, 6.5836], [0.2857, -1.1069, 7.2192], [1.5440, -0.9951, 6.6366], [1.6906, -0.3412, 5.4233], [3.7014, 0.8797, 3.2826], [5.4613, 2.5772, 3.5813], [4.8498, 4.9628, 3.8532], [2.4656, 5.6273, 3.8676], [0.6994, 3.9144, 3.6086], [-1.5330, 0.5321, 4.8714], [-1.8020, -0.6499, 7.0348], [0.1725, -1.6137, 8.1696], [2.4119, -1.4178, 7.1286], [2.6703, -0.2766, 4.9653], [-5.3878, 1.6585, -0.4628], [-4.5595, 0.6785, 0.3256], [-5.0452, 0.0267, 1.4501], [-4.2324, -0.8502, 2.1414], [-2.9359, -1.0385, 1.6887], [-1.8711, -2.2849, 2.6160], [-2.4330, -0.4278, 0.6271], [-3.2550, 0.4049, -0.0369], [-6.4178, 1.3120, -0.5602], [-4.9715, 1.8074, -1.4591], [-5.4106, 2.6284, 0.0398], [-6.0658, 0.1948, 1.7783], [-4.5774, -1.3744, 3.0199], [-2.8287, 0.8808, -0.9125], [4.5469, 3.0367, -0.9842], [3.1720, 2.3754, -1.1408], [2.2209, 3.0718, -0.1700], [3.2689, 0.8583, -0.9004], [4.4320, 0.2217, -1.6734], [3.8374, -0.8754, -2.3875], [2.4987, -0.7733, -2.2236], [2.0701, 0.1003, -1.3983], [1.7796, -1.6968, -3.1506], [2.4746, -1.9886, -4.3323], [1.9615, -2.8570, -5.2722], [0.7450, -3.4813, -5.0344], [0.0472, -3.1913, -3.8772], [0.5295, -2.2869, -2.9294], [-0.5191, -1.9324, -1.4482], [-0.4706, -3.5931, -0.6667], [0.4827, -3.7767, 0.3324], [0.6358, -5.0108, 0.9489], [-0.1714, -6.0750, 0.5787], [-1.1257, -5.9046, -0.4171], [-1.2703, -4.6728, -1.0421], [-2.1759, -1.8331, -2.2386], [-3.3141, -2.3408, -1.6114], [-4.5780, -2.1117, -2.1391], [-4.7258, -1.3483, -3.2887], [-3.6012, -0.8272, -3.9163], [-2.3371, -1.0729, -3.3989], [4.4391, 4.1201, -1.0730], [5.2746, 2.7239, -1.7357], [4.9585, 2.8240, 0.0091], [2.8074, 2.5255, -2.1639], [2.6609, 3.0861, 0.8277], [1.2454, 2.5965, -0.1065], [2.0457, 4.1039, -0.4796], [3.3541, 0.6749, 0.1683], [5.2293, -0.1572, -1.0388], [4.8530, 0.8907, -2.4203], [3.4293, -1.5153, -4.5080], [2.5116, -3.0534, -6.1842], [0.3380, -4.1863, -5.7488], [-0.9076, -3.6720, -3.7088], [1.1014, -2.9451, 0.6410], [1.3776, -5.1338, 1.7293], [-0.0616, -7.0362, 1.0667], [-1.7619, -6.7314, -0.7089], [-2.0152, -4.5605, -1.8201], [-3.2173, -2.9127, -0.6959], [-5.4494, -2.5202, -1.6401], [-5.7132, -1.1550, -3.6925], [-3.7060, -0.2206, -4.8078], [-1.4715, -0.6616, -3.9015], [-1.8970, 4.6276, -4.4339], [-1.5142, 3.7338, -3.4890], [-0.7397, 2.6584, -3.8630], [-0.3491, 1.7538, -2.8741], [-0.7289, 1.8725, -1.5250], [-1.5167, 2.9980, -1.2251], [-1.9079, 3.9325, -2.1823], [-0.4467, 2.5423, -4.9014], [0.2926, 0.9284, -3.1782], [-1.8421, 3.1610, -0.1993], [-2.5025, 4.8038, -1.9277]],
  "forces_ev_per_angstrom": [[0.114, -0.335, 0.267], [0.087, -0.279, 0.141], [-0.211, 0.230, 0.384], [0.091, 0.167, -0.148], [0.125, -0.054, -0.193], [-0.023, 0.050, -0.042], [-0.009, 0.005, -0.011], [-0.096, 0.018, 0.011], [0.008, -0.066, -0.014], [0.041, 0.022, 0.074], [0.016, -0.140, -0.024], [0.027, 0.019, 0.074], [0.026, 0.015, 0.003], [0.021, 0.045, -0.045], [-0.013, 0.029, -0.027], [-0.059, -0.025, 0.016], [-0.006, 0.022, -0.027], [-0.038, 0.002, 0.014], [-0.023, -0.032, -0.003], [0.008, -0.058, 0.016], [0.008, -0.017, -0.040], [0.011, -0.016, -0.014], [0.042, 0.010, -0.034], [-0.003, -0.007, -0.023], [-0.033, 0.005, -0.021], [-0.024, 0.003, 0.036], [0.063, -0.070, 0.078], [-0.073, 0.124, -0.088], [-0.102, -0.040, 0.094], [-0.057, 0.050, 0.048], [-0.068, 0.153, -0.321], [0.237, -0.019, 0.004], [-0.232, 0.138, 0.107], [0.217, -0.146, -0.007], [0.025, 0.000, -0.021], [-0.009, -0.005, 0.021], [0.000, -0.015, -0.027], [0.043, -0.006, 0.021], [-0.023, -0.029, -0.011], [-0.019, -0.063, 0.023], [-0.006, 0.008, -0.060], [-0.078, 0.046, 0.069], [0.033, -0.124, 0.001], [-0.128, 0.038, -0.291], [-0.163, -0.064, -0.058], [0.087, 0.050, 0.117], [-0.021, 0.075, 0.034], [0.199, 0.189, -0.048], [0.015, -0.003, 0.085], [0.016, 0.050, 0.016], [-0.083, -0.071, -0.054], [0.013, 0.002, 0.003], [-0.014, -0.005, -0.024], [-0.007, 0.188, 0.017], [-0.049, -0.401, -0.346], [-0.029, 0.060, 0.060], [-0.024, -0.061, -0.036], [0.037, 0.026, 0.003], [-0.049, -0.021, -0.012], [0.020, 0.086, -0.017], [0.048, -0.064, 0.017], [-0.017, 0.056, 0.069], [0.009, -0.033, 0.002], [0.026, 0.006, 0.026], [0.016, 0.027, -0.014], [-0.005, -0.011, 0.038], [-0.003, -0.022, 0.041], [0.021, -0.055, 0.038], [-0.030, 0.030, 0.075], [-0.023, 0.025, -0.062], [0.044, -0.036, -0.022], [0.003, 0.007, 0.105], [-0.042, 0.015, -0.032], [0.022, -0.012, -0.003], [0.038, 0.031, 0.093], [-0.001, -0.081, -0.005], [0.033, 0.023, -0.037], [-0.021, -0.039, 0.022], [-0.009, 0.003, 0.039], [0.006, 0.026, 0.017], [-0.012, 0.023, 0.009], [0.013, 0.047, 0.059], [-0.022, 0.016, -0.040], [-0.011, 0.035, -0.021], [0.026, 0.016, -0.002], [0.023, -0.005, 0.028], [-0.022, 0.044, -0.007], [0.044, 0.016, -0.011], [0.053, -0.021, 0.016], [0.014, -0.027, 0.026], [0.004, 0.036, 0.010], [-0.021, 0.046, -0.046], [-0.002, -0.018, 0.015], [0.098, -0.119, 0.013], [-0.098, 0.132, 0.126], [-0.096, 0.180, -0.317], [0.064, -0.049, -0.156], [-0.025, -0.003, 0.147], [-0.006, 0.014, 0.063], [-0.043, 0.026, -0.023], [0.017, 0.024, -0.023], [0.029, -0.063, -0.020]]
}